Density functional theory data (ωB97M-V with the def2-TZVPD basis set) for the ion C6H14N3O with charge +1.

Energy above the lowest of the compared OMol25 structures with the same formula, charge and spin, kcal/mol: 0.0
LUMO energy, eV: -3.614
SMILES: CCNC(=O)C/[N+](C)=C/N
E, Eh: -476.26103

Structure (ORCA input):
```
! RIJCOSX wB97M-V def2-TZVPD def2/J DEFGRID3
* xyz 1 1
C 2.8058 1.8239 0.1682
C 2.6790 0.2733 0.0944
N 1.4192 -0.2405 0.4662
C 0.7543 -1.3039 -0.1033
O 1.1780 -2.0147 -0.9649
C -0.6610 -1.6265 0.4817
N -1.6009 -0.6126 0.0833
C -2.9842 -0.9534 0.1772
C -1.1872 0.5539 -0.4237
N -1.9396 1.5651 -0.7907
H 1.9235 2.2316 -0.3570
H 2.8261 2.1476 1.2375
H 3.8409 2.1649 -0.1422
H 2.7846 0.0130 -0.9056
H 3.5472 -0.3113 0.5611
H 1.0941 -0.0529 1.3487
H -1.0472 -2.6671 -0.0205
H -0.5437 -1.7662 1.5834
H -3.4268 -1.1377 1.1636
H -3.6566 -0.2703 -0.3541
H -3.1153 -1.9529 -0.2898
H -0.1207 0.5479 -0.5554
H -1.6185 2.2190 -1.5296
H -2.9512 1.3698 -0.9285
*
```